Molecular formula: C36H35BF6FeO3S
Method: DFT, ωB97M-V with the def2-TZVPD basis set

Last column: Löwdin charge in e.
CARTESIAN COORDINATES (ANGSTROEM)
H -3.017895 0.924286 1.821834  0.1384
C 3.848165 -1.577771 -0.998748  -0.0087
H 1.805189 -1.340642 -1.689367  0.1139
H -5.031893 7.077830 -1.589779  0.0985
H 2.325338 -2.818888 2.905338  0.1059
C 1.389244 4.292852 -0.271717  -0.1002
C 2.489160 -1.369836 -0.840696  -0.0125
C 1.679187 3.273116 -2.396013  -0.1032
C -3.104324 3.393861 -3.034576  -0.0238
C -2.098476 -0.283671 -1.308427  -0.1278
F 2.560723 1.767679 -4.005891  0.1150
H 7.279874 -1.777288 1.489462  0.0877
F 1.698240 3.653259 -4.733995  0.1095
F 0.743751 5.984836 1.256458  0.1086
H 2.454227 -0.689714 2.501003  0.1245
H -5.005237 -0.019465 0.654838  0.0928
H -0.903914 -6.953408 3.056351  0.1147
H -1.935282 -3.180333 1.775019  0.0847
H -2.634933 2.824145 -3.842386  0.1405
C -0.821722 -3.843944 3.609005  -0.1350
C -0.306197 -6.437555 2.305780  -0.1529
H 0.263929 -4.871891 -0.662979  0.1158
C 1.535049 -5.669338 1.043473  -0.1461
B -1.778447 2.147473 -0.996943  -0.9314
F 2.266107 4.553173 1.927472  0.1228
C 1.807716 5.226611 0.830932  -0.5193
H 6.850224 -0.047928 1.082375  0.0991
C 2.407485 3.091794 -3.697486  -0.5194
C 2.848615 -1.022217 1.537562  -0.0616
C 0.289273 -2.570800 1.890797  -0.2133
C -1.000000 -3.192133 2.331799  -0.1226
H -4.398815 4.759313 -4.253082  0.1202
C -4.052954 4.452488 -3.271055  -0.0645
C 1.264603 -3.050922 2.906372  -0.1255
H -2.566476 -0.903842 -2.091635  0.1387
H -1.613701 -4.313351 4.172906  0.1133
F 3.647925 3.647367 -3.706883  0.1216
C 1.153013 -6.353347 2.272404  -0.1384
H 8.011167 -0.981678 0.082097  0.0881
H -4.624570 1.059970 -0.733650  0.0806
F 2.791850 6.087006 0.451174  0.1179
O -1.836394 0.984546 -1.840792  0.0046
H 3.024894 4.753872 -1.595944  0.1306
H 0.194584 1.822253 -2.966836  0.1345
C 1.938696 -1.338430 0.483463  -0.2169
H -6.327103 5.851771 -1.416484  0.0961
C 4.731843 -1.440412 0.101912  -0.2720
H -0.342609 3.677266 0.847594  0.1368
H 1.854373 -6.800457 2.979550  0.1156
H -4.862342 -0.713693 -0.983401  0.0925
H -3.535464 -1.633355 1.525655  0.1087
C 0.194613 3.600218 -0.093276  0.0521
H 4.861278 -1.273464 2.283386  0.1131
H 1.044869 -4.131370 4.865968  0.1235
C 0.577817 -3.761332 3.950210  -0.1131
C -4.466491 0.060091 -0.305532  -0.0258
H 2.554262 -5.501611 0.682746  0.1176
Fe 0.327224 -4.578672 2.152673  0.3365
H -1.861015 -5.786617 0.759116  0.1189
C -4.485108 5.070795 -2.109900  -0.5161
H -0.200250 -1.400295 0.086003  0.0622
H 4.293259 -1.818393 -1.961483  0.1165
H -1.132316 -0.755391 -1.034720  0.1037
H -1.381192 0.335258 1.319551  0.1377
H -1.893551 -1.735407 0.839897  0.0257
S -3.743701 4.336605 -0.715001  1.1478
C -0.287905 2.815550 -1.121604  -0.0347
O 6.054033 -1.541972 -0.207671  -0.1074
C 2.139899 4.151864 -1.428337  0.0553
C 4.205214 -1.235293 1.408742  -0.0174
C 0.582930 -1.692808 0.781565  0.0175
C -0.818184 -5.812945 1.093989  -0.1471
H -5.848255 6.438297 -3.028942  0.0900
O -2.104418 2.034756 0.391130  -0.0209
C 0.490975 2.565255 -2.232716  0.0479
C 0.315027 -5.335097 0.317596  -0.1260
C -5.475923 6.173864 -2.031049  -0.0721
C -2.948430 -1.597594 0.599280  -0.0777
H -3.268527 -2.394363 -0.085586  0.1113
C 7.092461 -1.053686 0.681191  -0.0603
C -2.345376 0.770196 0.960168  -0.1164
C -2.828563 3.184805 -1.697883  -0.2169
C -3.000342 -0.241680 -0.033333  -0.5030

Atoms 1-3, force components in eV/Å:
0.265 -0.189 -0.141
0.447 0.780 0.380
0.211 -0.396 0.099

The spin multiplicity is 5. For the total energy, the calculation gives -3904.287090 hartree. The charge is 0. The relative energy (zero: lowest compared OMol25 entry of this formula, charge and spin) comes out at 0.0 kJ/mol. Its frontier orbital gap (spin up / spin down) is 4.86 / 4.25 eV.